Record 1
{
  "formula": "C18H26N2O3",
  "method": "wB97M-V/def2-TZVPD",
  "gap_ev": 9.1961,
  "smiles": "CCCN1Cc2cccc(C(=O)NCCCOC(C)C)c2C1=O",
  "charge": 0,
  "homo_energy_ev": -8.82,
  "de_lowest_kj_mol": 51.3,
  "elements": ["C", "H", "H", "H", "C", "H", "O", "H", "C", "H", "C", "N", "H", "C", "H", "H", "H", "C", "C", "H", "H", "O", "C", "H", "H", "C", "H", "C", "C", "C", "H", "C", "H", "N", "C", "H", "H", "H", "H", "O", "C", "H", "C", "H", "H", "H", "H", "C", "C"],
  "positions_angstrom": [[1.09, 3.13, -0.63], [0.41, 0.49, 4.48], [2.50, 2.71, -2.79], [1.09, 3.95, -1.36], [-3.58, -2.84, -1.34], [-3.38, -1.43, 1.78], [-0.77, -1.22, -1.48], [-2.60, -3.15, -1.71], [2.52, 0.55, -2.87], [-4.30, -3.02, -2.13], [2.16, 3.41, 0.44], [1.86, -0.83, -0.95], [2.15, 0.22, 2.75], [1.11, 0.05, 2.51], [-0.27, 2.29, 0.82], [-3.18, -3.57, 0.66], [2.36, 2.49, 0.99], [-0.29, 3.02, 0.01], [-1.50, -0.36, 1.85], [3.37, 1.93, -1.45], [3.08, 3.76, -0.01], [1.31, 1.91, -1.32], [2.86, -0.64, -1.97], [-3.48, 0.28, 1.30], [-1.01, 2.68, -0.74], [0.83, -0.32, 1.19], [2.93, -1.55, -2.57], [-1.20, 0.00, 3.15], [-2.85, -0.62, 1.27], [-3.54, -1.33, -1.07], [1.80, 4.17, 1.12], [2.49, 1.86, -2.09], [-4.03, -4.71, -0.37], [-2.54, -0.97, -0.09], [-1.21, -0.94, -0.38], [-4.51, -0.99, -0.71], [-3.29, -0.82, -2.00], [-1.98, 0.13, 3.88], [3.26, 0.62, -3.66], [3.11, 0.05, 0.71], [2.04, -0.34, 0.29], [-0.61, 3.98, 0.40], [-0.51, -0.54, 0.87], [0.92, -1.01, -1.29], [1.53, 0.38, -3.31], [-4.89, -3.33, 0.30], [3.82, -0.47, -1.47], [-3.94, -3.66, -0.11], [0.13, 0.20, 3.47]]
}

Record 2
{
  "formula": "C18H26N2O3",
  "method": "wB97M-V/def2-TZVPD",
  "gap_ev": 9.0096,
  "smiles": "COc1cccc(OC)c1OCCCCCc1c(C)n[nH]c1C",
  "charge": 0,
  "homo_energy_ev": -8.18,
  "de_lowest_kj_mol": 316.6,
  "elements": ["H", "C", "C", "H", "H", "H", "H", "H", "H", "H", "H", "H", "H", "C", "H", "N", "H", "H", "H", "H", "C", "C", "H", "C", "C", "C", "C", "N", "H", "C", "C", "C", "C", "H", "O", "H", "H", "C", "C", "H", "H", "O", "H", "H", "C", "C", "H", "O", "C"],
  "positions_angstrom": [[1.04, 3.14, -0.36], [4.03, -1.09, -2.25], [-4.20, -1.79, 2.00], [1.71, 0.21, -5.08], [1.87, 2.12, 0.85], [-2.24, 0.24, -0.56], [-1.22, 2.29, 0.44], [2.05, -1.33, -4.25], [-6.63, 0.36, -0.77], [-0.42, 1.30, 1.65], [-2.30, -2.37, 2.78], [3.39, -0.33, -4.88], [4.04, -1.74, -3.11], [3.24, 0.87, -1.08], [-2.67, 0.47, 2.46], [-5.78, -1.79, 0.59], [0.83, 0.10, -0.14], [4.62, 0.22, 2.67], [-3.35, -1.56, 3.94], [0.03, 1.09, -1.37], [-1.87, 0.24, 0.47], [-4.08, -0.58, 1.28], [-6.59, -2.14, 0.11], [4.83, -0.61, -0.03], [4.87, 1.16, 2.17], [1.46, 2.15, -0.17], [-5.55, 0.33, -0.69], [-5.23, -2.50, 1.58], [-3.47, 1.45, 1.23], [-3.04, 0.47, 1.43], [0.38, 1.08, -0.33], [-3.33, -2.27, 3.11], [-0.79, 1.30, 0.62], [5.43, -2.30, -1.18], [4.02, 1.41, 1.08], [-1.44, -0.75, 0.66], [5.92, 1.15, 1.86], [2.40, -0.30, -4.41], [4.82, -1.41, -1.15], [-5.19, 1.33, -0.45], [-3.69, -3.23, 3.46], [2.41, 0.44, -3.22], [-5.13, 0.05, -1.66], [4.70, 1.99, 2.86], [3.23, 0.04, -2.22], [4.05, 0.54, 0.01], [5.46, -0.88, 0.80], [2.49, 2.02, -1.13], [-5.12, -0.62, 0.37]]
}

Record 3
{
  "formula": "C18H26N4O3",
  "method": "wB97M-V/def2-TZVPD",
  "gap_ev": 8.5048,
  "smiles": "CCN1CCN(C(=O)N[C@@H]2CC(=O)N(c3ccc(OC)cc3)C2)CC1",
  "charge": 0,
  "homo_energy_ev": -7.90,
  "de_lowest_kj_mol": 0.0,
  "elements": ["C", "H", "H", "O", "C", "C", "C", "H", "N", "H", "C", "C", "H", "H", "N", "N", "O", "H", "N", "C", "C", "C", "C", "C", "H", "H", "H", "H", "H", "C", "H", "H", "C", "H", "C", "H", "C", "H", "C", "H", "H", "C", "H", "H", "H", "H", "H", "C", "H", "O", "H"],
  "positions_angstrom": [[-6.78, -0.18, -0.18], [0.59, 2.67, -0.93], [1.26, -0.33, -0.84], [3.26, 3.12, -0.08], [-4.86, -0.64, 1.33], [-6.68, -1.25, -1.28], [-4.66, 1.08, -0.32], [8.87, -0.60, 1.15], [-2.83, -0.52, -0.04], [-6.10, -0.88, -2.13], [-3.53, 0.29, -1.02], [3.96, 0.28, 0.03], [-7.68, -1.49, -1.64], [9.01, -0.15, -0.58], [-0.91, 0.80, -0.01], [2.69, 0.89, 0.09], [-1.35, -0.66, 1.67], [0.26, 1.08, 1.64], [-5.56, 0.27, 0.45], [4.08, -1.07, -0.31], [6.47, -0.96, -0.07], [2.45, 2.23, 0.02], [-3.74, -1.43, 0.64], [0.94, 2.43, 0.08], [-4.18, 1.79, 0.36], [9.63, -1.71, -0.01], [-7.27, 0.70, -0.59], [-0.97, 0.88, -1.01], [-6.22, -2.16, -0.91], [6.36, 0.39, 0.27], [3.20, -1.65, -0.54], [5.05, 2.03, 0.59], [0.38, 1.09, 0.55], [-3.16, -1.98, 1.39], [5.31, -1.67, -0.36], [-3.95, -0.39, -1.77], [1.49, 0.10, 0.14], [-5.22, 1.65, -1.06], [8.84, -0.98, 0.12], [-2.86, 0.98, -1.52], [-5.58, -1.32, 1.79], [5.12, 0.99, 0.33], [5.40, -2.71, -0.62], [-4.40, -0.03, 2.12], [7.23, 0.98, 0.51], [0.69, 3.27, 0.72], [1.58, -0.72, 0.87], [-1.69, -0.16, 0.61], [-4.14, -2.13, -0.10], [7.64, -1.65, -0.15], [-7.42, -0.57, 0.62]]
}

Please write out number 1 again, unchanged.
{
  "formula": "C18H26N2O3",
  "method": "wB97M-V/def2-TZVPD",
  "gap_ev": 9.1961,
  "smiles": "CCCN1Cc2cccc(C(=O)NCCCOC(C)C)c2C1=O",
  "charge": 0,
  "homo_energy_ev": -8.82,
  "de_lowest_kj_mol": 51.3,
  "elements": ["C", "H", "H", "H", "C", "H", "O", "H", "C", "H", "C", "N", "H", "C", "H", "H", "H", "C", "C", "H", "H", "O", "C", "H", "H", "C", "H", "C", "C", "C", "H", "C", "H", "N", "C", "H", "H", "H", "H", "O", "C", "H", "C", "H", "H", "H", "H", "C", "C"],
  "positions_angstrom": [[1.09, 3.13, -0.63], [0.41, 0.49, 4.48], [2.50, 2.71, -2.79], [1.09, 3.95, -1.36], [-3.58, -2.84, -1.34], [-3.38, -1.43, 1.78], [-0.77, -1.22, -1.48], [-2.60, -3.15, -1.71], [2.52, 0.55, -2.87], [-4.30, -3.02, -2.13], [2.16, 3.41, 0.44], [1.86, -0.83, -0.95], [2.15, 0.22, 2.75], [1.11, 0.05, 2.51], [-0.27, 2.29, 0.82], [-3.18, -3.57, 0.66], [2.36, 2.49, 0.99], [-0.29, 3.02, 0.01], [-1.50, -0.36, 1.85], [3.37, 1.93, -1.45], [3.08, 3.76, -0.01], [1.31, 1.91, -1.32], [2.86, -0.64, -1.97], [-3.48, 0.28, 1.30], [-1.01, 2.68, -0.74], [0.83, -0.32, 1.19], [2.93, -1.55, -2.57], [-1.20, 0.00, 3.15], [-2.85, -0.62, 1.27], [-3.54, -1.33, -1.07], [1.80, 4.17, 1.12], [2.49, 1.86, -2.09], [-4.03, -4.71, -0.37], [-2.54, -0.97, -0.09], [-1.21, -0.94, -0.38], [-4.51, -0.99, -0.71], [-3.29, -0.82, -2.00], [-1.98, 0.13, 3.88], [3.26, 0.62, -3.66], [3.11, 0.05, 0.71], [2.04, -0.34, 0.29], [-0.61, 3.98, 0.40], [-0.51, -0.54, 0.87], [0.92, -1.01, -1.29], [1.53, 0.38, -3.31], [-4.89, -3.33, 0.30], [3.82, -0.47, -1.47], [-3.94, -3.66, -0.11], [0.13, 0.20, 3.47]]
}